(1)
52
Properties=species:S:1:pos:R:3:nbo_charge:R:1 method="wB97M-V/def2-TZVPD" total_charge=+1 homo_energy_ev=-12.1 homo_lumo_gap_ev=9.84 e_above_lowest_kcal_mol=0.0 multiplicity=1
Zr -1.05286 0.04728 -0.58684 1.9081
Cl -3.13373 0.56032 -1.83876 -0.4654
Cl -1.66913 -2.24572 0.21957 -0.5390
Cl 0.51196 1.89421 -1.32291 -0.5568
C -3.65562 3.15614 1.57393 -0.7161
C -2.29621 2.92235 1.02121 0.7395
O -2.01548 1.85018 0.48760 -0.6844
N -1.37163 3.89411 1.07540 -0.5864
C -1.41591 5.15724 1.78696 -0.4192
H -3.85624 4.21370 1.73031 0.2277
H -3.84192 2.57473 2.46961 0.2538
H -4.33776 2.87864 0.76547 0.2695
H -0.54938 3.71630 0.51077 0.4307
H -2.32852 5.71282 1.57255 0.2123
H -0.57908 5.76993 1.47251 0.2286
H -1.37640 4.99694 2.86522 0.2025
C 1.10248 -1.13405 -4.10608 -0.7179
C -0.17391 -1.52409 -3.44137 0.7365
O -0.61394 -0.89437 -2.46718 -0.7100
N -0.76545 -2.63410 -3.83312 -0.5460
C -2.02602 -3.14626 -3.23600 -0.4207
H 0.94928 -0.78460 -5.13160 0.2603
H 1.76887 -1.99815 -4.17471 0.2349
H 1.64047 -0.32774 -3.61513 0.2626
H -0.38457 -3.17984 -4.58740 0.4114
H -2.55079 -3.64397 -4.04860 0.2155
H -2.63189 -2.32715 -2.86755 0.2518
H -1.79318 -3.86359 -2.45578 0.2182
C 1.01805 1.68808 2.86951 -0.7079
C 0.45667 0.35842 2.44444 0.7409
O -0.20300 0.25571 1.39214 -0.7077
N 0.60789 -0.66170 3.27469 -0.5467
C 0.17553 -2.02215 3.01513 -0.4269
H 2.09119 1.77480 2.71671 0.2513
H 0.83244 1.87672 3.93120 0.2370
H 0.47375 2.46486 2.34023 0.2491
H 1.02403 -0.46741 4.17037 0.4117
H -0.90998 -2.09156 3.09824 0.2296
H 0.61071 -2.70752 3.73737 0.2207
H 0.45081 -2.36417 2.02197 0.2265
C 1.71977 -3.27137 -0.78825 -0.7057
C 1.98963 -1.82392 -0.48626 0.7175
O 1.09331 -0.98422 -0.43178 -0.6756
N 3.26011 -1.47106 -0.25336 -0.5798
C 3.63009 -0.07293 -0.05360 -0.4233
H 1.40429 -3.79045 0.11996 0.2564
H 2.62508 -3.77681 -1.12378 0.2244
H 0.90844 -3.36949 -1.50325 0.2459
H 4.02397 -2.10101 -0.42170 0.4108
H 3.23055 0.57561 -0.83183 0.2336
H 4.70701 0.03533 0.03225 0.2203
H 3.22622 0.30499 0.89154 0.1958


(2)
49
Properties=species:S:1:pos:R:3:nbo_charge:R:1 method="wB97M-V/def2-TZVPD" total_charge=-1 homo_energy_ev=-6.6 homo_lumo_gap_ev=9.54 e_above_lowest_kcal_mol=20.7 multiplicity=1
Cl -0.43895 0.47978 -0.59585 -0.9123
C -4.34403 0.73433 1.41909 -0.7103
C -4.03309 -0.78640 1.45607 0.6708
O -4.68198 -1.56595 2.14291 -0.6777
N -2.93581 -1.14671 0.80503 -0.6190
C -2.47132 -2.52458 0.74148 -0.4225
H -3.76134 1.23615 2.19160 0.2328
H -5.41540 0.76509 1.61740 0.2243
H -4.08953 1.23257 0.48363 0.2202
H -2.35298 -0.43713 0.38443 0.4369
H -3.24737 -3.05636 0.19098 0.1926
H -2.53345 -2.93037 1.75123 0.2051
H -1.48219 -2.55701 0.28466 0.2215
C 0.79655 0.00196 -4.39280 -0.7047
C 2.18553 0.24873 -3.84798 0.6656
O 3.09239 0.18619 -4.63253 -0.6654
N 2.38773 0.48085 -2.56314 -0.6282
C 3.74200 0.66062 -2.06439 -0.4196
H 0.40619 -0.97118 -4.09496 0.2236
H 0.90844 0.00432 -5.47704 0.2264
H 0.04442 0.75277 -4.15055 0.2308
H 1.59624 0.59111 -1.94548 0.4404
H 4.04471 1.68704 -2.27158 0.1887
H 4.50674 0.04349 -2.53602 0.2180
H 3.82111 0.41524 -1.00532 0.2060
C 1.99732 -2.79444 -2.08560 -0.7124
C 2.39685 -2.82303 -0.64745 0.6666
O 3.32061 -3.52643 -0.20578 -0.6647
N 1.69465 -2.01303 0.21485 -0.6381
C 2.07479 -1.93651 1.60235 -0.4143
H 1.52621 -3.74803 -2.32397 0.2294
H 2.85068 -2.58653 -2.73109 0.2402
H 1.22151 -2.08507 -2.37376 0.2264
H 1.08439 -1.28787 -0.13421 0.4376
H 1.59196 -2.74411 2.15260 0.1904
H 1.58267 -1.05907 2.02191 0.2031
H 3.15402 -1.90199 1.75123 0.2078
C -0.45797 1.58923 3.63907 -0.7045
C -1.04007 2.78307 3.06632 0.6490
O -1.54575 3.59789 3.82330 -0.6670
N -0.91967 2.94825 1.75196 -0.6128
C -1.14111 4.28447 1.12458 -0.4263
H 0.60028 1.69778 3.87656 0.2291
H -0.50397 0.71829 2.98528 0.2255
H -1.03413 1.30241 4.51878 0.2323
H -0.48140 2.24413 1.17557 0.4354
H -1.78255 4.24147 0.24436 0.1987
H -0.17731 4.70506 0.83769 0.1927
H -1.75661 4.84951 1.82456 0.2321


(3)
51
Properties=species:S:1:pos:R:3:nbo_charge:R:1 method="wB97M-V/def2-TZVPD" smiles="CC(=O)NCCCC[Si@@](S)(C[C@@H](C)F)P(=O)(O)O.CN(C)C=O" total_charge=0 homo_energy_ev=-9.4 homo_lumo_gap_ev=9.51 multiplicity=1
C -3.34189 -4.03681 -0.01236 -0.7206
C -2.38235 -3.56776 1.04312 0.7033
O -2.67989 -3.52807 2.21805 -0.5601
N -1.10811 -3.11979 0.58825 -0.6749
C -0.20513 -4.26952 0.36757 -0.2134
C 1.17136 -3.88807 -0.21600 -0.4102
C 1.51070 -2.38767 -0.25535 -0.4016
C 1.68273 -1.85094 -1.69664 -0.8792
Si 1.23062 -0.03956 -1.85807 1.1177
S 1.95264 0.70403 -3.74170 -0.3767
C -0.64208 0.19440 -1.72931 -0.9253
C -1.38731 0.11418 -3.06920 0.2191
C -2.83189 -0.35663 -2.92430 -0.6487
F -1.42267 1.41745 -3.59231 -0.3775
P 2.17832 1.28515 -0.30343 1.9524
O 2.90066 2.38154 -0.96323 -1.0709
O 0.95669 1.81871 0.61226 -0.9986
O 3.11516 0.45009 0.71887 -0.9778
H -3.79729 -3.19333 -0.52247 0.2434
H -2.86436 -4.68385 -0.74351 0.2225
H -4.12308 -4.60674 0.48215 0.2386
H -0.76199 -2.56644 1.36421 0.3731
H -0.71489 -4.93564 -0.32577 0.1959
H -0.09612 -4.83278 1.29630 0.1841
H 1.24051 -4.29361 -1.22183 0.2082
H 1.93151 -4.39986 0.36983 0.2150
H 2.47375 -2.25186 0.23584 0.2101
H 0.79551 -1.78260 0.29732 0.1921
H 1.01818 -2.40166 -2.36179 0.2324
H 2.71573 -1.97839 -2.01054 0.2481
H 1.79860 -0.42808 -4.44177 0.1431
H -1.06757 -0.54714 -1.05544 0.2496
H -0.83005 1.19407 -1.34070 0.2687
H -0.84640 -0.47445 -3.80745 0.1597
H -3.48194 0.50558 -3.04464 0.2377
H -3.11365 -1.09718 -3.66738 0.2147
H -3.03196 -0.77016 -1.93964 0.2079
H 1.19765 1.87910 1.54165 0.5061
H 2.56107 -0.08293 1.29923 0.4932
C 1.12573 5.72701 1.74050 -0.4015
N 0.55773 4.96811 2.83963 -0.4309
C 1.26398 4.91325 4.10833 -0.4153
C -0.60896 4.30726 2.72393 0.5227
O -1.11640 3.64192 3.60615 -0.6296
H 2.10572 5.33083 1.46913 0.2042
H 1.23311 6.77691 2.02016 0.1941
H 0.47433 5.66007 0.87253 0.2165
H 1.50786 3.88139 4.36398 0.2064
H 0.64056 5.31722 4.90616 0.2156
H 2.17996 5.49324 4.03488 0.2049
H -1.06441 4.41000 1.72477 0.1120


(4)
54
Properties=species:S:1:pos:R:3:mulliken_spin:R:1 method="wB97M-V/def2-TZVPD" total_charge=+1 homo_energy_ev="-10.2 / -9.9" homo_lumo_gap_ev="6.09 / 5.06" e_above_lowest_kcal_mol=0.0 multiplicity=8 s_squared=16.2233
O -0.28828 -0.20244 -4.15865 0.0058
H -0.28824 -0.17334 -5.13024 -0.0012
Gd 0.32706 0.04775 -1.64005 6.5957
N 0.00079 2.00510 -0.00465 0.2844
N 1.24111 2.07470 -2.07441 -0.0937
N -1.22900 -0.87256 0.11645 0.0189
N -0.72533 -2.04804 -2.09696 -0.0040
O -0.95055 2.15394 0.87641 0.1785
O -1.60757 -0.26602 1.28297 0.0027
O -0.63413 -2.68594 -3.33822 0.0025
O 2.07123 1.24901 -2.68938 -0.0193
C 1.75842 2.93444 -1.13979 0.0707
C 0.95876 2.98512 0.01765 -0.0952
C -1.62869 -2.16005 0.04597 0.0099
C -1.25834 -2.83448 -1.16299 -0.0142
C 1.18702 3.88556 1.17961 0.0102
H 1.34357 3.29959 2.09431 -0.0079
H 0.33812 4.55802 1.35651 -0.0080
H 2.07855 4.50037 1.01258 -0.0007
C 3.05241 3.61361 -1.33676 -0.0044
H 3.17760 3.92271 -2.38303 0.0023
H 3.89177 2.94681 -1.08433 0.0101
H 3.14037 4.50517 -0.70311 0.0021
C -2.35618 -2.87962 1.12600 0.0002
C -1.51835 -4.27199 -1.43422 -0.0014
H -2.75788 -2.17270 1.85641 -0.0004
H -1.69656 -3.57988 1.66039 0.0000
H -3.18455 -3.47251 0.71851 0.0002
H -0.79621 -4.67085 -2.15657 0.0002
H -2.53860 -4.42182 -1.82350 0.0001
H -1.43994 -4.84106 -0.49926 -0.0002
H -1.36478 0.72592 1.12341 -0.0051
H -0.51534 -1.92395 -3.95985 -0.0013
C -1.28500 0.76252 -3.64482 0.0130
H -0.79990 1.66719 -3.27106 -0.0001
H -1.95297 0.30981 -2.90539 0.0010
H -1.94579 1.08993 -4.45867 -0.0014
O -3.77074 2.65642 -0.45012 0.0018
H -4.05776 1.75299 -0.62785 0.0000
H -2.79264 2.58671 -0.30722 0.0001
C 0.83423 0.49187 3.64231 -0.0015
N 1.76351 0.28182 2.53088 0.0002
C 1.73428 -0.76067 1.68141 0.0078
S 2.47157 -0.61784 0.10854 0.0380
N 1.17222 -1.92133 2.08505 0.0032
C 1.37385 -2.47653 3.42305 -0.0001
H 0.11064 -0.32089 3.69853 -0.0005
H 0.30372 1.44006 3.50182 -0.0001
H 1.40789 0.54121 4.57458 0.0000
H 2.23877 1.09537 2.16305 0.0004
H 1.14182 -2.61417 1.33649 0.0001
H 0.41853 -2.51983 3.95413 0.0001
H 1.75448 -3.49711 3.32317 0.0001
H 2.09104 -1.87811 3.99094 0.0001